(1)
Formula: C6H12N2
Source: the Open Molecules 2025 dataset
Level of theory: ωB97M-V with the def2-TZVPD basis set

Geometry (Å):
C -2.024 0.873 0.146
C 2.101 1.177 0.349
C 1.201 0.030 -0.040
C -1.387 -0.444 -0.219
N 1.378 -1.117 0.760
N -1.737 -1.516 0.579
C 0.612 0.032 -1.295
C -0.663 -0.598 -1.394
H 2.352 -1.255 1.024
H 1.049 -1.955 0.291
H -1.994 -1.269 1.527
H -1.075 -2.281 0.553
H 0.897 0.763 -2.053
H -1.160 -0.491 -2.361
H -1.667 1.682 -0.494
H -1.780 1.143 1.181
H -3.115 0.804 0.068
H 3.152 0.866 0.397
H 1.824 1.549 1.341
H 2.036 2.008 -0.359

The value obtained for the energy above the lowest of the compared OMol25 structures with the same formula, charge and spin is 348.6 kJ/mol. The HOMO energy (spin up / spin down) comes out at -0.2221 / -0.2110 Eh. For the total energy, the calculation gives -9393.23702 eV. Its SMILES is C/C(N)=C/C=C(\C)N. The total charge is 0. The calculation puts the HOMO-LUMO gap (spin up / spin down) at 7.06 / 6.23 eV. For the molar mass, the calculation gives 112.18 u.

***

(2)
Formula: C6H12N2
Source: the Open Molecules 2025 dataset
Level of theory: ωB97M-V with the def2-TZVPD basis set

Geometry (Å):
C -0.003 -0.647 -1.835
C 2.871 1.483 -1.790
C 1.293 0.037 -1.611
C 2.385 -0.469 -0.928
N 1.667 1.216 -2.214
N 3.356 0.493 -0.988
H 3.438 2.307 -2.192
H 4.269 0.581 -0.611
H 2.525 -1.393 -0.408
H -0.387 -0.144 -2.729
H -0.734 -0.381 -1.058
H 0.061 -1.717 -1.913
C -2.088 0.370 2.209
C -3.099 -0.742 2.410
H -2.347 1.069 1.415
H -1.856 0.985 3.082
H -1.110 -0.060 1.952
H -4.059 -0.203 2.394
H -3.192 -1.404 1.542
H -2.990 -1.381 3.274

The value obtained for the energy above the lowest of the compared OMol25 structures with the same formula, charge and spin is 38.3 kJ/mol. The HOMO energy comes out at -0.3113 Eh. For the total energy, the calculation gives -9396.45256 eV. Its SMILES is Cc1c[nH]cn1.CC. The total charge is 0. The calculation puts the HOMO-LUMO gap at 9.40 eV. For the molar mass, the calculation gives 112.18 u.

***

(3)
Formula: C6H12N2
Source: the Open Molecules 2025 dataset
Level of theory: ωB97M-V with the def2-TZVPD basis set

Geometry (Å):
C -2.521 -0.968 0.627
C -1.096 -0.810 1.164
C -0.401 0.530 0.780
C 1.095 0.852 1.352
C 1.465 1.226 -0.053
C 0.877 -0.826 -2.337
H -2.699 -1.864 0.017
H -3.175 -0.898 1.470
H -2.748 -0.048 0.002
H -1.026 -0.930 2.233
H -0.404 -1.428 0.559
H -1.002 1.432 1.097
H 1.540 -0.007 1.787
H 1.198 1.748 1.896
H 1.678 2.301 -0.264
H 2.286 0.537 -0.581
H 1.001 -0.030 -3.083
H 0.491 -1.870 -2.714
N 0.238 0.721 -0.590
N 0.669 -0.574 -1.069

The value obtained for the energy above the lowest of the compared OMol25 structures with the same formula, charge and spin is 453.2 kJ/mol. The HOMO energy comes out at -0.3064 Eh. For the total energy, the calculation gives -9392.15251 eV. Its SMILES is C=NN1CC[C@@H]1CC. The total charge is 0. The calculation puts the HOMO-LUMO gap at 9.14 eV. For the molar mass, the calculation gives 112.18 u.

***

(4)
Formula: C6H12N2
Source: the Open Molecules 2025 dataset
Level of theory: ωB97M-V with the def2-TZVPD basis set

Geometry (Å):
C 1.839 -1.172 -0.710
C 0.675 -0.664 2.107
C 0.421 -0.719 -0.458
C -0.002 -0.321 0.809
N -0.484 -1.194 -1.422
N -1.887 2.316 -0.824
C -0.995 0.697 0.775
C -0.879 1.526 -0.317
H -0.214 -0.979 -2.376
H -1.442 -0.914 -1.238
H -1.681 2.872 -1.644
H -2.825 2.110 -0.505
H -1.802 0.759 1.503
H 0.096 1.813 -0.704
H 2.555 -0.618 -0.097
H 2.105 -0.998 -1.759
H 1.966 -2.239 -0.508
H 0.448 -1.700 2.385
H 0.342 -0.017 2.923
H 1.763 -0.559 2.059

The value obtained for the energy above the lowest of the compared OMol25 structures with the same formula, charge and spin is 183.0 kJ/mol. The HOMO energy comes out at -0.2346 Eh. For the total energy, the calculation gives -9394.95269 eV. Its SMILES is C/C(N)=C(C)/C=C/N. The total charge is 0. The calculation puts the HOMO-LUMO gap at 7.37 eV. For the molar mass, the calculation gives 112.18 u.

***

(5)
Formula: C6H12N2
Source: the Open Molecules 2025 dataset
Level of theory: ωB97M-V with the def2-TZVPD basis set

Geometry (Å):
C -0.740 -0.705 -3.014
C 0.931 -1.143 -1.127
C -0.380 -1.068 -1.606
C -0.529 -1.705 0.440
N 0.817 -1.522 0.272
N -1.223 -1.405 -0.617
H 1.856 -0.773 -1.521
H 1.599 -1.910 0.776
H -1.451 -1.327 -3.591
H 0.189 -0.637 -3.562
H -1.053 -2.060 1.332
H -1.194 0.301 -2.995
C -0.554 1.974 1.740
C 0.810 1.462 2.187
H -0.763 1.426 0.832
H -1.352 1.985 2.475
H -0.467 2.991 1.338
H 0.855 0.575 2.732
H 1.405 2.229 2.693
H 1.244 1.312 1.215

The value obtained for the energy above the lowest of the compared OMol25 structures with the same formula, charge and spin is 65.0 kJ/mol. The HOMO energy comes out at -0.3163 Eh. For the total energy, the calculation gives -9396.17620 eV. Its SMILES is Cc1c[nH]cn1.CC. The total charge is 0. The calculation puts the HOMO-LUMO gap at 9.52 eV. For the molar mass, the calculation gives 112.18 u.

***

(6)
Formula: C6H12N2
Source: the Open Molecules 2025 dataset
Level of theory: ωB97M-V with the def2-TZVPD basis set

Geometry (Å):
C 0.378 2.009 2.034
C -0.494 1.757 0.932
C -0.163 1.977 -0.436
C -2.040 0.697 -0.140
N -1.543 0.923 1.067
N -1.276 1.426 -1.145
H 1.164 2.693 1.827
H 1.107 1.091 2.260
H 0.739 2.412 -0.820
H -2.907 0.090 -0.336
H -1.481 1.506 -2.004
H -0.133 2.047 2.961
C 1.380 -1.883 -1.099
C 0.260 -2.827 -0.498
H 1.075 -1.532 -2.065
H 1.497 -1.069 -0.489
H 2.402 -2.274 -1.249
H 0.681 -3.208 0.436
H -0.136 -3.628 -1.128
H -0.510 -2.203 -0.108

The value obtained for the energy above the lowest of the compared OMol25 structures with the same formula, charge and spin is 166.7 kJ/mol. The HOMO energy comes out at -0.3044 Eh. For the total energy, the calculation gives -9395.12192 eV. Its SMILES is Cc1c[nH]cn1.CC. The total charge is 0. The calculation puts the HOMO-LUMO gap at 9.24 eV. For the molar mass, the calculation gives 112.18 u.

***

(7)
Formula: C6H12N2
Source: the Open Molecules 2025 dataset
Level of theory: ωB97M-V with the def2-TZVPD basis set

Geometry (Å):
C 1.318 0.386 -0.144
C 2.091 -0.754 0.427
C 1.968 1.395 -1.028
C -2.748 -0.805 -0.284
N 0.018 0.507 0.044
N -0.651 1.444 -0.581
C -0.615 -0.342 0.999
C -1.824 -0.877 0.886
H -1.586 1.530 -0.187
H -0.042 -0.482 1.906
H -2.194 -1.449 1.728
H 2.150 -0.702 1.517
H 1.644 -1.715 0.172
H 3.107 -0.737 0.041
H 3.039 1.451 -0.838
H 1.811 1.154 -2.083
H 1.498 2.371 -0.850
H -2.248 -0.412 -1.167
H -3.599 -0.164 -0.052
H -3.136 -1.798 -0.505

The value obtained for the energy above the lowest of the compared OMol25 structures with the same formula, charge and spin is 267.1 kJ/mol. The HOMO energy (spin up / spin down) comes out at -0.2565 / -0.2565 Eh. For the total energy, the calculation gives -9394.08182 eV. The total charge is 0. The calculation puts the HOMO-LUMO gap (spin up / spin down) at 7.86 / 7.86 eV. For the molar mass, the calculation gives 112.18 u.

***

(8)
Formula: C6H12N2
Source: the Open Molecules 2025 dataset
Level of theory: ωB97M-V with the def2-TZVPD basis set

Geometry (Å):
C -2.034 0.772 0.623
C -0.919 -0.068 0.022
C 0.010 -0.740 1.047
C 1.192 -0.773 0.135
C 2.492 0.016 -0.034
C 0.070 1.034 -0.720
H -2.750 0.089 1.100
H -1.605 1.472 1.438
H -2.463 1.432 -0.115
H -2.033 -1.687 -0.561
H -1.947 -0.475 -1.637
H 0.129 -0.119 1.939
H -0.324 -1.743 1.280
H 0.800 -1.372 -0.722
H 3.137 -0.327 -0.888
H 3.112 0.178 0.876
H 0.110 0.892 -1.824
H -0.167 2.068 -0.442
N -1.416 -1.023 -0.952
N 1.292 0.757 -0.031

The value obtained for the energy above the lowest of the compared OMol25 structures with the same formula, charge and spin is 374.0 kJ/mol. The HOMO energy comes out at -0.3085 Eh. For the total energy, the calculation gives -9392.97308 eV. Its SMILES is C[C@]1(N)C[C@@H]2CN2C1. The total charge is 0. The calculation puts the HOMO-LUMO gap at 9.42 eV. For the molar mass, the calculation gives 112.18 u.